Entry from OMol25: 14 unconnected molecules or ions with the total composition C42H116N4O14 in a non-equilibrium geometry (ωB97M-V/def2-TZVPD).

The geometry in XYZ format:
```
176
Properties=species:S:1:pos:R:3:forces:R:3:mulliken_charge:R:1
C 4.451 -2.525 -1.884 0.2 0.6 -0.2 -0.791
C 3.797 -3.815 -2.366 0.0 0.4 0.0 0.312
C 3.005 -4.430 -1.209 -0.1 -0.1 -0.6 -0.971
O 3.006 -3.544 -3.520 1.8 -0.5 -0.5 -0.429
H 5.033 -2.703 -0.982 0.3 -0.1 -0.1 0.546
H 3.723 -1.733 -1.584 0.1 -0.7 -0.4 -0.222
H 5.086 -2.089 -2.675 -0.1 -0.2 0.4 0.307
H 4.494 -4.548 -2.798 0.4 0.3 0.7 0.261
H 2.735 -5.426 -1.524 -0.6 -0.4 -0.1 0.329
H 2.107 -3.793 -1.098 0.3 -0.5 0.5 -0.025
H 3.576 -4.597 -0.275 -0.2 0.7 -0.5 0.464
H 2.116 -3.370 -3.305 -2.1 0.5 0.7 0.195
C -5.954 -1.412 0.000 -0.8 0.2 0.8 -1.513
C -5.014 -1.080 -1.110 0.6 -0.9 -0.8 0.727
C -4.734 0.406 -1.201 -0.9 0.4 -1.7 -0.659
O -3.842 -1.846 -0.824 0.6 0.1 -0.9 -0.324
H -6.116 -2.509 0.147 0.0 1.0 -0.4 0.313
H -6.873 -0.856 -0.156 -0.5 -0.3 0.1 0.443
H -5.536 -0.994 0.937 -0.1 -0.3 -0.2 0.283
H -5.405 -1.433 -2.108 0.4 0.1 1.0 0.195
H -5.693 0.897 -1.491 0.5 -0.1 0.4 0.438
H -4.010 0.746 -1.975 -0.2 -0.7 0.5 -0.151
H -4.426 0.761 -0.255 0.4 0.6 1.1 0.072
H -3.756 -1.975 0.125 0.0 -0.1 0.3 -0.037
C -3.002 -0.509 4.731 0.1 -0.1 0.2 -1.074
C -1.805 -0.217 5.645 -0.8 1.4 0.7 0.606
C -0.757 -1.298 5.560 -0.6 -0.9 0.2 -1.001
O -1.317 1.067 5.254 -0.2 -0.3 -0.9 -0.494
H -3.797 0.251 4.856 0.4 -0.4 0.0 0.354
H -3.388 -1.494 5.049 -0.1 0.3 -0.5 0.452
H -2.691 -0.503 3.651 -0.2 -0.2 1.0 -0.058
H -2.159 -0.084 6.705 0.1 -0.4 -0.7 0.408
H -1.014 -2.131 6.259 0.1 0.4 -0.8 0.455
H 0.227 -0.975 5.851 0.4 0.3 0.0 0.198
H -0.756 -1.623 4.510 0.4 -0.3 0.3 -0.029
H -0.786 1.460 5.961 0.4 0.4 0.3 0.255
C -2.095 3.128 -1.700 -0.6 0.1 1.0 -0.597
C -0.839 3.903 -1.715 1.8 1.0 -0.3 2.036
C -1.010 5.317 -2.259 -1.4 0.4 -1.3 -1.848
O -0.222 4.136 -0.413 -0.7 -0.8 -0.1 -0.250
H -1.922 2.158 -1.247 -0.2 -0.1 0.0 -0.452
H -2.432 2.940 -2.693 -0.2 -0.1 -0.7 0.600
H -2.886 3.652 -1.168 -0.1 0.0 0.1 0.306
H -0.126 3.299 -2.316 0.0 0.5 0.1 -0.749
H -1.756 5.846 -1.630 0.1 -0.4 -0.4 0.439
H -1.394 5.342 -3.351 0.7 -0.1 1.7 0.301
H -0.138 5.957 -2.176 0.5 -0.3 -0.2 0.448
H -0.384 3.337 0.116 0.2 0.3 0.0 -0.258
C 4.901 -1.212 1.942 0.4 1.4 -1.4 -1.537
C 3.680 -0.752 2.690 -0.7 -0.2 0.1 1.540
C 2.407 -1.623 2.357 3.1 -0.2 -0.3 -0.168
O 4.091 -0.980 4.044 -0.7 0.7 0.6 -0.705
H 4.704 -1.109 0.859 0.3 -0.2 0.3 0.121
H 5.162 -2.233 2.184 -0.2 -0.3 0.1 0.429
H 5.785 -0.585 2.188 -0.6 -0.3 -0.1 0.384
H 3.400 0.355 2.525 0.7 -1.5 0.1 -0.533
H 2.703 -2.692 2.334 -0.3 0.5 0.4 0.552
H 2.059 -1.384 1.382 -0.5 0.4 -0.8 -0.300
H 1.716 -1.393 3.103 -1.5 0.0 1.1 -0.142
H 3.614 -0.357 4.613 0.1 -0.4 -0.1 0.204
C 3.034 3.177 -0.051 0.6 -0.6 0.6 -1.106
C 2.926 3.968 1.228 1.1 0.0 1.4 2.307
C 4.335 4.333 1.797 -0.5 -2.7 0.3 -1.537
O 2.255 5.188 1.145 -2.0 0.8 -2.6 -0.667
H 3.713 2.320 0.163 -0.7 0.3 -0.3 0.309
H 3.469 3.736 -0.861 0.4 0.6 -0.3 0.520
H 2.065 2.857 -0.385 -0.4 -0.5 -0.1 -0.046
H 2.364 3.392 1.994 0.5 -0.2 -0.3 -1.004
H 4.223 5.074 2.573 0.1 0.2 0.3 0.421
H 4.947 4.718 0.989 0.2 0.1 0.0 0.410
H 4.794 3.350 2.233 -0.5 1.9 -0.7 0.214
H 1.597 5.126 0.371 1.1 0.1 1.7 0.326
C 2.411 1.257 6.115 -1.0 0.9 -1.0 -0.986
C 1.712 2.606 6.352 1.0 0.2 1.1 0.082
C 1.501 3.369 5.056 0.8 -0.1 -0.9 0.633
O 0.795 4.557 5.256 -0.4 0.6 -0.7 -0.510
C 0.555 5.249 4.007 0.1 0.4 0.3 -0.444
N 0.426 2.454 7.055 -0.3 0.1 -0.2 -0.665
H 1.686 0.571 5.688 -0.2 -0.3 0.1 0.085
H 2.790 0.869 7.044 0.5 -0.3 0.1 0.445
H 3.154 1.412 5.321 0.3 -0.1 0.6 0.323
H 2.421 3.219 6.951 -0.4 -0.2 -0.1 0.312
H 0.967 2.709 4.357 -0.1 0.1 -0.1 -0.714
H 2.488 3.666 4.587 -0.6 -0.7 0.5 0.265
H 0.013 4.650 3.272 -0.1 -0.4 0.2 0.012
H 1.453 5.612 3.465 0.0 -0.4 0.7 0.199
H -0.052 6.123 4.246 0.0 -0.1 0.1 0.397
H 0.111 3.405 7.211 -0.4 -0.1 0.1 0.252
H 0.392 1.964 7.956 0.7 0.3 -0.6 0.218
C 2.125 -0.667 -7.241 0.6 -0.7 -0.2 -1.687
C 1.879 -1.194 -5.834 2.0 -1.1 0.6 0.267
C 2.929 -0.548 -4.928 0.3 -0.4 0.1 0.373
O 2.792 0.824 -4.897 0.1 2.6 0.9 -0.530
C 3.812 1.513 -4.135 0.3 -1.4 -1.3 -0.973
N 0.511 -1.122 -5.435 -0.6 0.5 -0.2 -0.332
H 3.037 -1.095 -7.694 -0.3 0.1 0.3 0.383
H 2.259 0.396 -7.237 0.1 0.7 0.2 0.261
H 1.303 -0.852 -7.898 -0.6 -0.4 -0.4 0.421
H 2.239 -2.240 -5.634 -0.7 0.4 -1.1 0.440
H 3.929 -0.767 -5.298 0.3 -0.3 -0.4 0.740
H 2.919 -0.927 -3.921 -0.3 -0.4 0.5 -0.677
H 3.533 2.548 -4.066 0.0 0.4 0.0 0.274
H 4.781 1.357 -4.651 -0.4 0.5 0.0 0.381
H 3.976 1.074 -3.163 -0.4 -0.2 0.6 0.276
H 0.229 -0.172 -5.240 -0.1 0.1 -0.1 0.225
H 0.340 -1.684 -4.625 -0.1 -0.4 0.4 0.033
C -0.885 -4.349 1.595 -0.6 0.3 -1.1 -0.622
C -2.353 -4.658 1.856 -0.2 0.5 0.2 0.137
C -2.579 -5.431 3.128 0.3 -1.6 0.8 -0.607
O -1.869 -6.686 3.056 -0.4 0.5 -0.4 -0.287
C -2.035 -7.551 4.158 -1.2 0.2 -0.5 -0.752
N -3.104 -3.393 1.966 1.1 0.3 -0.6 -0.048
H -0.291 -5.243 1.693 0.3 -0.3 0.0 0.548
H -0.546 -3.611 2.299 0.3 0.4 0.4 0.068
H -0.786 -3.933 0.557 0.0 -0.3 1.0 -0.474
H -2.711 -5.253 1.029 -0.4 -0.1 -0.4 0.453
H -3.676 -5.638 3.320 1.0 0.4 -0.2 0.379
H -2.132 -4.860 3.962 -0.4 0.0 0.0 0.256
H -3.113 -7.906 4.257 1.2 0.2 -0.2 0.257
H -1.766 -7.049 5.065 0.1 0.4 0.8 0.334
H -1.330 -8.357 4.012 -0.2 -0.4 -0.1 0.237
H -4.089 -3.498 2.016 -0.9 -0.4 0.1 0.295
H -2.802 -2.915 2.806 0.0 0.2 0.1 -0.221
C 0.896 0.005 -2.012 2.2 0.7 0.2 0.805
C 0.138 -0.704 -0.917 -1.1 0.5 -0.3 3.020
C -0.352 0.220 0.236 0.8 1.4 -1.3 -0.955
O 0.786 0.867 0.847 0.3 -1.0 -1.8 1.492
C 0.550 1.277 2.132 -1.3 1.1 0.9 0.122
N -0.962 -1.372 -1.632 0.1 -0.6 0.7 0.609
H 1.824 0.479 -1.630 0.0 -0.8 0.0 0.378
H 0.501 0.892 -2.478 -1.4 0.2 0.1 -0.897
H 1.131 -0.660 -2.855 0.1 0.0 0.5 -1.042
H 0.750 -1.490 -0.458 0.1 0.2 -0.1 -1.665
H -0.841 -0.346 0.987 -0.7 -0.8 0.8 0.789
H -1.076 1.014 -0.122 0.7 -1.0 0.3 -1.107
H -0.055 0.522 2.659 0.6 0.0 0.5 0.190
H -0.138 2.154 2.106 0.5 -0.1 0.3 -0.220
H 1.487 1.572 2.646 -0.5 -0.5 -0.3 -0.506
H -1.784 -1.549 -1.082 -0.3 -0.2 0.5 -0.460
H -1.305 -0.822 -2.391 -0.2 0.8 -0.6 -0.395
C -0.651 2.893 -6.636 0.9 0.1 0.2 -1.210
C 0.443 2.968 -5.591 1.5 2.0 -0.8 -0.155
O 0.339 1.902 -4.694 -1.3 0.3 0.2 0.050
H -0.310 2.031 -7.215 -0.9 0.0 -0.3 0.338
H -0.672 3.789 -7.269 0.0 -0.2 0.1 0.410
H -1.608 2.771 -6.139 -0.2 -0.2 -0.2 0.118
H 0.510 3.946 -5.066 -0.6 -0.4 0.1 0.355
H 1.438 2.979 -6.129 -0.8 -0.5 0.5 0.272
H 1.212 1.553 -4.569 1.3 -0.8 0.2 -0.133
C -3.324 4.053 1.665 -0.5 1.4 -0.5 -0.339
C -3.550 3.065 2.743 1.3 -0.6 0.6 -0.342
O -2.544 2.035 2.560 -0.3 0.2 -0.3 0.074
H -2.327 4.453 1.765 0.4 0.4 0.2 0.117
H -4.063 4.894 1.686 0.6 -0.7 -0.1 0.403
H -3.309 3.597 0.689 -0.4 -0.3 -0.3 -0.422
H -4.507 2.588 2.662 -0.7 -0.2 0.2 0.313
H -3.436 3.585 3.706 -0.1 -0.5 0.0 0.313
H -2.074 1.800 3.366 -0.2 0.2 0.5 -0.164
C -0.992 -5.124 -2.066 -0.3 0.4 0.5 -0.551
C -0.239 -4.630 -3.328 1.2 -0.5 0.7 -0.542
O 0.281 -3.287 -3.189 -0.7 -0.7 0.2 -0.129
H -1.890 -4.516 -1.821 0.4 -0.1 -0.5 0.045
H -0.341 -4.998 -1.190 0.0 -0.2 -0.3 0.043
H -1.346 -6.179 -2.049 0.5 0.6 -0.5 0.449
H -0.842 -4.687 -4.227 -0.2 -0.1 -0.2 0.261
H 0.692 -5.245 -3.476 -1.0 0.3 0.0 0.321
H -0.328 -2.763 -2.611 0.2 0.2 0.1 -0.087
C -3.482 -0.831 -4.765 0.1 0.0 0.7 -0.872
C -2.843 0.562 -4.843 -0.9 -0.2 -0.4 -0.377
O -2.145 0.948 -3.670 1.1 -0.4 -0.5 1.119
H -4.314 -0.852 -4.046 0.7 0.0 0.5 0.018
H -2.747 -1.638 -4.568 -0.5 0.4 -0.1 0.103
H -4.051 -1.049 -5.653 0.3 -0.1 -0.9 0.486
H -3.678 1.268 -4.941 0.1 0.1 -0.3 0.328
H -2.214 0.636 -5.746 -0.1 0.0 0.4 0.240
H -1.249 1.245 -3.964 -0.6 -0.1 0.4 -0.543
```
Positions in Å, forces in eV/Å.

The value obtained for the HOMO energy is -8.620 eV. Its gap between HOMO and LUMO is 0.33699 Ha. The calculation puts the relative energy (zero: lowest compared OMol25 entry of this formula, charge and spin) at 1.547 eV.